(1)
{
  "formula": "C3H7FN4",
  "method": "wB97M-V/def2-TZVPD",
  "charge": 0,
  "relative_energy_ev": 5.625,
  "largest_force_ev_per_a": 3.88,
  "orbital_gap_ev": 10.52,
  "spin_multiplicity": 1,
  "elements": ["C", "C", "C", "N", "N", "N", "N", "F", "H", "H", "H", "H", "H", "H", "H"],
  "positions_angstrom": [[0.669, -0.006, 0.222], [-1.739, -0.088, 0.857], [-0.613, 0.810, 0.372], [0.925, -0.551, -2.062], [1.595, 0.455, -2.086], [0.488, -1.029, -0.935], [1.651, 0.937, -0.259], [2.919, 0.411, 0.165], [0.964, -0.548, 1.110], [-1.707, -0.882, 0.061], [-2.703, 0.302, 0.986], [-1.343, -0.637, 1.719], [-0.459, 1.691, 1.166], [-0.950, 1.138, -0.644], [0.303, -2.004, -0.671]],
  "forces_ev_per_angstrom": [[0.132, 0.809, -1.884], [2.689, -2.596, -1.054], [-0.953, 1.674, 1.162], [1.488, -0.273, -0.711], [-0.891, 0.057, 2.123], [-0.774, 0.586, 3.086], [0.315, -1.145, -1.047], [-0.388, 0.030, -0.487], [0.233, 0.013, 0.172], [-0.958, 0.498, 0.668], [-1.119, 0.697, 0.210], [-0.662, 0.262, 0.406], [-0.079, -1.693, -2.171], [0.744, 0.496, 0.900], [0.224, 0.587, -1.373]]
}


(2)
{
  "formula": "C3H14N2O3",
  "method": "wB97M-V/def2-TZVPD",
  "charge": 0,
  "relative_energy_ev": 0.317,
  "largest_force_ev_per_a": 2.03,
  "orbital_gap_ev": 9.84,
  "spin_multiplicity": 1,
  "smiles": "CC/N=C\\N.O.O.O",
  "elements": ["C", "C", "N", "C", "N", "H", "H", "H", "H", "H", "H", "H", "H", "H", "H", "O", "H", "H", "O", "H", "H", "O"],
  "positions_angstrom": [[-1.812, 1.072, 0.980], [-0.787, 0.023, 1.290], [1.576, -1.583, 1.153], [1.557, -0.220, 1.048], [0.574, 0.598, 1.122], [-1.643, 2.034, 1.471], [-1.781, 1.372, -0.080], [-2.830, 0.734, 1.171], [-1.043, -0.285, 2.327], [-0.677, -0.891, 0.713], [2.473, -1.994, 0.970], [0.732, -2.122, 1.072], [2.540, 0.225, 0.932], [0.377, 0.849, -1.889], [-0.150, 0.184, -3.158], [0.069, 0.007, -2.248], [-0.106, -1.864, -1.936], [-0.650, -3.196, -1.878], [-0.397, -2.512, -1.257], [0.527, 3.310, -0.793], [0.708, 1.878, -0.080], [0.741, 2.380, -0.931]],
  "forces_ev_per_angstrom": [[-0.614, 0.481, -1.870], [1.376, 0.075, 0.907], [0.269, 0.917, 0.245], [-0.286, 0.205, 0.300], [-0.228, -0.296, 0.615], [0.182, -0.411, 0.579], [-0.021, -0.362, 0.096], [0.029, -0.013, 0.168], [0.896, -0.020, -0.169], [-1.592, -0.009, -0.562], [-0.297, -0.392, -0.100], [0.112, -0.204, -0.163], [0.121, -0.068, -0.142], [0.051, 0.458, 0.181], [-0.095, 0.201, -0.401], [0.029, -0.483, -0.074], [0.024, 0.532, 1.186], [-0.352, -0.843, 0.327], [0.302, 0.171, -1.162], [-0.002, -0.329, 0.181], [-0.086, 0.318, 0.274], [0.181, 0.073, -0.415]]
}


(3)
{
  "formula": "C8H14BrN4O3",
  "method": "wB97M-V/def2-TZVPD",
  "charge": 1,
  "largest_force_ev_per_a": 0.43,
  "orbital_gap_ev": 8.75,
  "spin_multiplicity": 1,
  "elements": ["Br", "C", "C", "C", "C", "N", "N", "N", "N", "H", "H", "H", "H", "H", "H", "H", "H", "C", "C", "C", "O", "C", "O", "O", "H", "H", "H", "H", "H", "H"],
  "positions_angstrom": [[0.394, -0.648, 3.734], [0.549, -0.262, 1.841], [0.600, 1.235, 1.624], [-0.732, 1.950, 1.927], [-1.908, 1.124, 1.591], [-2.319, 0.716, 0.380], [-3.384, -0.022, 0.530], [-3.650, -0.084, 1.796], [-2.749, 0.617, 2.482], [1.453, -0.742, 1.480], [-0.291, -0.738, 1.343], [0.965, 1.456, 0.621], [1.325, 1.660, 2.317], [-0.811, 2.879, 1.361], [-0.795, 2.209, 2.983], [-4.425, -0.592, 2.207], [-2.729, 0.675, 3.495], [0.050, -0.018, -2.919], [1.466, -0.351, -2.526], [2.030, -1.624, -3.132], [2.931, -2.085, -2.113], [2.518, -1.601, -0.932], [2.915, -1.929, 0.139], [1.556, -0.661, -1.115], [-0.254, 0.950, -2.522], [-0.037, 0.017, -4.005], [-0.636, -0.774, -2.535], [2.134, 0.492, -2.714], [2.576, -1.469, -4.057], [1.258, -2.382, -3.281]],
  "forces_ev_per_angstrom": [[-0.249, -0.095, 0.208], [0.329, 0.082, -0.260], [0.101, 0.076, 0.234], [0.008, 0.192, -0.083], [-0.109, -0.009, 0.026], [-0.030, 0.004, -0.243], [-0.001, 0.045, 0.080], [0.109, 0.024, 0.008], [-0.049, 0.010, 0.187], [0.044, -0.040, 0.147], [-0.010, -0.071, -0.030], [-0.241, -0.117, -0.124], [0.130, 0.005, -0.112], [0.033, 0.000, -0.010], [0.023, -0.028, 0.030], [-0.026, -0.036, -0.064], [0.004, -0.103, 0.035], [-0.047, -0.023, 0.173], [0.036, -0.057, -0.074], [-0.016, -0.002, -0.006], [-0.020, -0.060, -0.015], [-0.050, 0.065, -0.050], [0.047, -0.034, 0.068], [-0.146, 0.205, -0.055], [0.017, 0.004, -0.009], [0.010, 0.018, -0.017], [0.013, -0.051, -0.067], [0.021, -0.009, -0.012], [0.083, -0.002, 0.044], [-0.016, 0.009, -0.010]]
}


(4)
{
  "formula": "C4H8N",
  "method": "wB97M-V/def2-TZVPD",
  "charge": 1,
  "relative_energy_ev": 2.224,
  "largest_force_ev_per_a": 6.36,
  "orbital_gap_ev": 13.67,
  "spin_multiplicity": 1,
  "smiles": "C[N@+]12C[C@H]1C2",
  "elements": ["C", "C", "C", "C", "N", "H", "H", "H", "H", "H", "H", "H", "H"],
  "positions_angstrom": [[0.735, 0.203, -1.113], [-0.315, 1.310, 0.414], [-0.673, 0.631, -0.839], [0.027, -1.329, 0.709], [0.108, -0.012, 0.207], [0.819, -0.770, -1.587], [1.466, 0.968, -1.181], [0.480, 2.192, 0.537], [-1.065, 1.466, 1.173], [-1.660, 0.298, -1.051], [-0.966, -1.404, 1.217], [0.175, -2.087, 0.081], [0.869, -1.466, 1.432]],
  "forces_ev_per_angstrom": [[-1.768, -0.997, -0.564], [0.498, 4.199, 2.109], [0.804, 0.574, 0.136], [-1.059, 1.569, 6.072], [2.230, -0.632, -2.125], [0.502, 0.425, -0.438], [0.783, 0.328, -0.089], [-1.419, -2.266, -0.748], [-0.454, -0.314, 0.037], [-0.354, -0.313, -0.667], [0.949, -0.370, -0.172], [0.186, -2.451, -3.437], [-0.899, 0.248, -0.114]]
}


(5)
{
  "formula": "C6H8BrNO",
  "method": "wB97M-V/def2-TZVPD",
  "charge": 0,
  "relative_energy_ev": 3.204,
  "largest_force_ev_per_a": 4.31,
  "orbital_gap_ev": 9.36,
  "spin_multiplicity": 1,
  "smiles": "C#CO/C=N/C(=C)C.Br",
  "elements": ["C", "C", "C", "C", "C", "C", "N", "O", "Br", "H", "H", "H", "H", "H", "H", "H", "H"],
  "positions_angstrom": [[1.693, -1.304, -0.316], [1.536, -3.519, 0.104], [1.109, -4.436, 0.734], [0.038, 0.110, 0.677], [0.121, 0.518, 2.038], [-0.663, 0.850, -0.211], [0.737, -1.032, 0.397], [2.134, -2.549, -0.546], [-3.705, -0.156, -0.888], [2.432, -0.503, -0.587], [0.640, -5.170, 1.317], [-0.380, -0.250, 2.769], [-0.350, 1.529, 2.223], [1.298, 0.537, 2.254], [-1.124, 1.774, 0.228], [-2.248, 0.354, -0.608], [-0.445, 1.041, -1.286]],
  "forces_ev_per_angstrom": [[1.998, 2.477, 0.275], [0.039, -0.247, 0.155], [-0.018, 0.415, -0.207], [0.167, 0.110, -2.330], [0.893, 0.080, 4.216], [0.163, 2.418, -0.565], [-2.295, -0.883, 0.289], [0.462, -0.525, -0.455], [1.161, 0.461, 0.183], [-0.537, -1.069, -0.669], [-0.184, -0.520, 0.235], [1.136, 1.304, -1.244], [0.742, -1.236, -0.184], [-2.584, 0.132, 0.049], [0.428, -1.003, -0.333], [-1.354, -0.745, -0.130], [-0.217, -1.169, 0.714]]
}


(6)
{
  "formula": "C2H3Cl2N2",
  "method": "wB97M-V/def2-TZVPD",
  "charge": 1,
  "relative_energy_ev": 5.688,
  "largest_force_ev_per_a": 4.08,
  "orbital_gap_ev": [7.67, 8.46],
  "spin_multiplicity": 1,
  "elements": ["C", "C", "N", "N", "Cl", "Cl", "H", "H", "H"],
  "positions_angstrom": [[0.720, 1.340, -2.235], [0.613, 0.727, -1.226], [2.003, 2.764, -3.407], [0.017, 0.004, -0.127], [3.487, 2.338, -2.885], [1.429, 4.078, -2.571], [0.837, -0.440, 0.402], [-0.782, -0.618, -0.497], [-0.508, 0.595, 0.618]],
  "forces_ev_per_angstrom": [[1.639, 1.961, -3.183], [-1.711, -1.479, 3.030], [-2.006, -1.403, 0.895], [-0.393, 0.420, 0.892], [1.154, -0.260, 0.078], [-0.056, 1.103, -0.011], [-1.819, -0.162, -0.804], [1.928, 0.318, 0.683], [1.263, -0.498, -1.579]]
}


(7)
{
  "formula": "C2H4N3",
  "method": "wB97M-V/def2-TZVPD",
  "charge": 1,
  "relative_energy_ev": 5.200,
  "largest_force_ev_per_a": 2.95,
  "orbital_gap_ev": [10.19, 10.19],
  "spin_multiplicity": 1,
  "elements": ["C", "C", "N", "N", "N", "H", "H", "H", "H"],
  "positions_angstrom": [[-1.661, -0.235, 0.256], [1.157, 0.240, 0.389], [1.007, -0.888, -0.427], [0.384, -0.951, 0.624], [-2.753, -0.397, -0.101], [2.046, 0.339, 0.938], [0.591, 1.136, 0.115], [1.434, -1.160, -1.254], [-3.551, -0.185, -0.612]],
  "forces_ev_per_angstrom": [[-0.988, -0.107, -0.063], [-0.531, 2.358, -0.549], [0.999, 2.203, 1.093], [-1.383, -2.497, 0.735], [2.242, 0.264, 0.745], [1.027, 0.099, 0.713], [0.200, -0.368, 0.146], [0.179, -2.011, -2.108], [-1.745, 0.059, -0.712]]
}